1.
Computed, not measured: 8 unconnected molecules or ions with the total composition C31H82N7O12 in a non-equilibrium geometry, with wB97M-V/def2-TZVPD.

Computed properties:
LUMO	2.48	eV
ΔE to the lowest compared entry with this formula, charge and spin	0.0	kJ/mol
frontier orbital gap	8.17	eV
HOMO energy	-5.7	eV
molar mass	745.03	g mol⁻¹

The geometry in ORCA input format:
```
! RIJCOSX wB97M-V def2-TZVPD def2/J DEFGRID3
* xyz -1 1
N -0.121 -0.633 0.415
O -0.318 -1.140 1.503
O -0.879 -0.901 -0.516
O 0.743 0.185 0.208
C -1.162 1.963 3.551
C -0.867 0.834 4.538
C -1.105 1.296 6.019
O -1.769 -0.190 4.130
H -1.079 1.719 2.492
H -0.418 2.739 3.730
H -2.153 2.380 3.727
H 0.142 0.423 4.530
H -2.080 1.769 6.141
H -0.294 1.937 6.367
H -1.088 0.438 6.690
H -1.444 -0.505 3.284
C -7.048 1.140 2.350
O -6.031 0.683 3.287
C -5.059 -0.203 2.678
C -4.055 0.483 1.781
N -4.593 0.635 0.368
C -3.804 1.542 -0.458
C -3.553 2.935 0.157
O -3.409 3.840 -0.975
C -3.416 5.225 -0.630
H -7.593 0.305 1.909
H -6.661 1.828 1.598
H -7.636 1.749 3.037
H -5.547 -1.057 2.208
H -4.523 -0.635 3.522
H -3.186 -0.125 1.533
H -3.739 1.460 2.148
H -4.478 -0.269 -0.068
H -4.284 1.683 -1.426
H -2.857 1.077 -0.731
H -2.617 2.958 0.715
H -4.372 3.212 0.821
H -2.580 5.599 -0.039
H -4.368 5.450 -0.149
H -3.294 5.817 -1.537
C 2.716 3.286 -4.741
O 3.305 3.368 -3.451
C 4.521 4.119 -3.561
C 5.207 4.402 -2.200
N 5.530 3.080 -1.635
C 6.049 3.145 -0.289
C 4.885 3.335 0.721
O 3.847 2.355 0.547
C 2.874 2.508 1.570
H 3.273 2.640 -5.421
H 2.533 4.232 -5.250
H 1.713 2.876 -4.618
H 4.325 5.074 -4.048
H 5.257 3.547 -4.125
H 4.554 4.990 -1.556
H 6.133 4.906 -2.477
H 6.067 2.452 -2.216
H 6.862 3.846 -0.101
H 6.512 2.186 -0.059
H 4.478 4.343 0.631
H 5.320 3.274 1.718
H 3.284 2.686 2.564
H 2.248 1.616 1.580
H 2.284 3.393 1.335
C -2.568 -3.452 -2.409
C -3.834 -2.787 -1.873
C -5.071 -3.791 -1.719
O -5.368 -4.602 -2.893
C -5.888 -3.824 -3.951
N -3.492 -2.201 -0.557
H -2.217 -4.238 -1.741
H -1.836 -2.692 -2.682
H -2.798 -3.975 -3.337
H -4.040 -1.944 -2.533
H -5.954 -3.221 -1.431
H -4.825 -4.565 -0.992
H -6.354 -4.409 -4.744
H -5.158 -3.177 -4.437
H -6.650 -3.158 -3.548
H -2.667 -1.620 -0.586
H -3.106 -3.025 -0.119
C 3.415 -0.968 2.363
C 4.731 -1.742 2.381
C 4.603 -3.140 1.807
O 5.782 -3.874 1.833
C 5.670 -5.257 1.647
N 5.827 -0.982 1.702
H 3.373 0.069 2.695
H 2.721 -1.494 3.019
H 2.974 -1.010 1.367
H 5.128 -1.856 3.390
H 4.311 -3.036 0.762
H 3.879 -3.744 2.353
H 5.261 -5.469 0.659
H 4.987 -5.807 2.296
H 6.651 -5.705 1.803
H 5.746 0.004 1.908
H 5.592 -1.001 0.720
C -1.845 0.604 -3.533
C -0.514 1.267 -3.313
C -0.522 2.362 -2.251
O 0.827 2.730 -2.124
C 0.919 3.975 -1.369
N 0.300 0.099 -2.962
H -2.288 0.145 -2.649
H -1.709 -0.083 -4.368
H -2.552 1.355 -3.885
H -0.185 1.803 -4.204
H -1.026 2.081 -1.326
H -1.124 3.197 -2.610
H 1.937 4.366 -1.381
H 0.530 4.062 -0.355
H 0.300 4.704 -1.893
H 0.016 -0.260 -2.062
H 0.095 -0.697 -3.550
C 1.640 -5.395 1.682
C 0.807 -4.238 1.185
C 0.311 -4.275 -0.281
O 1.345 -4.241 -1.214
C 1.690 -2.927 -1.758
N -0.279 -4.079 2.052
H 2.654 -5.392 1.281
H 1.166 -6.313 1.335
H 1.710 -5.366 2.769
H 1.426 -3.360 1.367
H -0.401 -3.467 -0.446
H -0.219 -5.206 -0.480
H 1.722 -2.167 -0.978
H 0.983 -2.636 -2.536
H 2.689 -2.996 -2.187
H -0.437 -3.082 2.057
H 0.026 -4.184 3.010
*
```

Here are the Löwdin charges for atoms 1 to 4, given in e: number 1, N, carries -0.61; number 2, O, carries -0.03; number 3, O, carries -0.08; number 4, O, carries 0.02

=====

2.
Computed, not measured: 11 unconnected molecules or ions with the total composition C31H84N2O11 in a non-equilibrium geometry, with wB97M-V/def2-TZVPD.

Computed properties:
LUMO	0.16	eV
ΔE to the lowest compared entry with this formula, charge and spin	117.4	kJ/mol
frontier orbital gap	9.27	eV
structure (SMILES)	NC(N)=O.CC(C)O.CC(C)O.CC(C)O.CC(C)O.CC(C)O.CC(C)O.CC(C)O.CC(C)O.CC(C)O.CC(C)O
HOMO energy	-9.1	eV
molar mass	661.02	g mol⁻¹

The geometry in ORCA input format:
```
! RIJCOSX wB97M-V def2-TZVPD def2/J DEFGRID3
* xyz 0 1
N 1.609 -2.513 1.673
C 0.468 -3.128 2.067
N 0.547 -3.622 3.351
O -0.512 -3.219 1.327
H 1.569 -2.110 0.749
H 2.429 -2.415 2.235
H -0.218 -4.158 3.706
H 1.427 -3.426 3.778
C -1.554 0.092 -0.914
C -0.430 0.766 -0.125
C 0.923 0.548 -0.791
O -0.665 2.157 -0.015
H -1.520 -0.984 -0.730
H -1.551 0.308 -1.983
H -2.535 0.441 -0.577
H -0.371 0.275 0.851
H 1.404 -0.431 -0.746
H 1.697 1.198 -0.371
H 0.905 0.828 -1.849
H -1.395 2.276 0.616
C -1.216 -4.551 -1.765
C -0.104 -3.675 -2.367
C -0.629 -2.532 -3.219
O 0.526 -3.049 -1.211
H -1.909 -3.892 -1.235
H -0.783 -5.196 -0.999
H -1.699 -5.184 -2.509
H 0.603 -4.342 -2.860
H -0.856 -2.815 -4.251
H 0.121 -1.746 -3.281
H -1.564 -2.127 -2.840
H -0.125 -3.118 -0.486
C -3.364 4.312 2.045
C -3.020 3.220 3.035
C -4.146 2.674 3.877
O -2.429 2.130 2.282
H -4.447 4.467 1.977
H -3.030 4.116 1.029
H -2.988 5.269 2.406
H -2.204 3.570 3.678
H -4.597 3.469 4.470
H -3.815 1.819 4.476
H -4.929 2.178 3.290
H -2.399 1.338 2.834
C 4.916 0.358 0.537
C 6.144 1.077 1.032
C 6.159 2.579 0.709
O 6.352 0.935 2.452
H 4.843 0.576 -0.527
H 4.067 0.723 1.127
H 4.892 -0.715 0.742
H 7.056 0.661 0.583
H 6.832 2.782 -0.125
H 6.626 3.130 1.526
H 5.158 2.973 0.537
H 6.384 -0.015 2.615
C -4.472 -2.520 -2.185
C -4.275 -2.791 -3.675
C -5.546 -3.265 -4.374
O -3.701 -1.643 -4.295
H -4.768 -3.429 -1.658
H -5.115 -1.658 -1.984
H -3.500 -2.263 -1.754
H -3.547 -3.608 -3.611
H -5.972 -4.144 -3.898
H -5.304 -3.454 -5.419
H -6.259 -2.435 -4.337
H -4.451 -1.034 -4.334
C 1.746 3.658 1.636
C 1.517 4.865 0.734
C 2.580 5.065 -0.347
O 0.270 4.699 0.056
H 2.354 4.017 2.477
H 2.163 2.771 1.164
H 0.842 3.358 2.171
H 1.415 5.752 1.367
H 2.599 4.175 -0.979
H 3.563 5.214 0.105
H 2.263 5.899 -0.969
H -0.032 3.764 0.081
C 0.962 0.811 3.856
C 0.062 -0.255 4.421
C 0.515 -0.750 5.795
O -1.266 0.267 4.519
H 0.621 1.005 2.834
H 1.975 0.435 3.675
H 1.031 1.747 4.406
H 0.061 -1.103 3.733
H 0.561 0.076 6.505
H 1.553 -1.100 5.717
H -0.043 -1.607 6.169
H -1.884 -0.421 4.176
C 5.413 -2.363 -2.366
C 3.948 -2.024 -2.060
C 3.209 -1.335 -3.201
O 3.321 -3.217 -1.624
H 5.479 -3.268 -2.967
H 5.922 -2.514 -1.411
H 5.920 -1.500 -2.802
H 4.031 -1.339 -1.205
H 2.182 -1.173 -2.881
H 3.285 -1.893 -4.135
H 3.738 -0.397 -3.389
H 2.361 -3.060 -1.617
C -3.704 -1.857 1.408
C -4.073 -1.643 2.881
C -5.098 -2.674 3.340
O -2.906 -1.732 3.714
H -4.528 -1.634 0.731
H -3.229 -2.831 1.327
H -3.002 -1.058 1.150
H -4.424 -0.627 3.060
H -4.963 -3.629 2.819
H -6.137 -2.462 3.075
H -5.042 -2.871 4.411
H -2.557 -2.630 3.651
C 2.080 2.678 -4.552
C 0.685 3.092 -5.018
C -0.408 2.674 -4.047
O 0.653 4.502 -5.282
H 2.030 1.759 -3.952
H 2.524 3.375 -3.841
H 2.762 2.453 -5.371
H 0.445 2.596 -5.965
H -0.542 1.589 -4.061
H -1.401 3.076 -4.251
H -0.160 2.949 -3.018
H 1.014 4.606 -6.166
*
```

Here are the Löwdin charges for atoms 1 to 4, given in e: number 1, N, carries 0.20; number 2, C, carries -0.64; number 3, N, carries 0.17; number 4, O, carries 0.01

=====

3.
Computed, not measured: 10 unconnected molecules or ions with the total composition C31H87F3N8O12S in a non-equilibrium geometry, with wB97M-V/def2-TZVPD.

Computed properties:
LUMO	0.62	eV
ΔE to the lowest compared entry with this formula, charge and spin	96.2	kJ/mol
frontier orbital gap	9.28	eV
HOMO energy	-8.7	eV
molar mass	853.14	g mol⁻¹

The geometry in ORCA input format:
```
! RIJCOSX wB97M-V def2-TZVPD def2/J DEFGRID3
* xyz 0 1
N -1.306 -2.155 2.816
H -0.976 -3.107 2.887
H -0.673 -1.707 3.462
H -2.306 -2.076 2.933
H -1.116 -1.859 1.869
C -0.720 -0.038 -2.018
F 0.043 0.932 -2.688
F -2.065 0.092 -2.139
F -0.307 -1.269 -2.454
S -0.258 0.015 -0.152
O -0.800 1.300 0.350
O -1.033 -1.011 0.514
O 1.205 -0.102 0.005
C 3.161 1.487 -1.924
C 4.279 2.044 -2.928
O 3.687 2.992 -3.631
O 3.250 0.069 -1.764
H 2.181 1.657 -2.370
H 3.203 1.903 -0.918
H 4.598 1.294 -3.651
H 5.225 2.311 -2.457
H 3.198 2.581 -4.347
H 2.421 -0.096 -1.310
C 1.609 -2.158 -4.760
C 3.069 -2.216 -5.281
C 3.161 -2.746 -6.716
O 2.552 -4.065 -6.662
C 2.646 -4.634 -7.978
N 3.513 -0.810 -5.168
H 1.187 -1.504 -5.522
H 1.472 -1.744 -3.761
H 1.148 -3.144 -4.817
H 3.733 -2.830 -4.673
H 4.239 -2.788 -6.872
H 2.626 -2.149 -7.455
H 2.281 -5.658 -7.902
H 3.654 -4.836 -8.340
H 2.030 -4.078 -8.685
H 3.583 -0.602 -4.182
H 4.415 -0.806 -5.622
C -3.937 -2.915 -3.218
C -5.009 -2.764 -4.268
C -4.524 -2.576 -5.720
O -5.559 -2.221 -6.594
C -5.386 -2.598 -7.978
N -5.824 -4.013 -4.306
H -4.443 -3.026 -2.259
H -3.323 -2.017 -3.144
H -3.345 -3.825 -3.316
H -5.607 -1.903 -3.969
H -4.066 -3.487 -6.105
H -3.872 -1.710 -5.599
H -5.180 -3.662 -8.095
H -4.538 -2.077 -8.422
H -6.316 -2.336 -8.483
H -6.655 -3.984 -4.879
H -5.252 -4.786 -4.613
C 2.415 -1.377 3.081
C 1.741 -0.943 4.364
C 2.427 0.214 5.168
O 1.655 0.442 6.325
C 2.196 1.437 7.188
N 0.434 -0.391 4.040
H 2.449 -0.700 2.228
H 1.777 -2.123 2.605
H 3.415 -1.744 3.312
H 1.601 -1.868 4.923
H 2.647 1.113 4.592
H 3.356 -0.058 5.668
H 1.396 1.676 7.888
H 2.547 2.312 6.640
H 3.075 1.111 7.744
H 0.053 0.140 4.810
H 0.700 0.453 3.552
C 1.113 -5.815 -0.767
C 1.716 -5.041 0.354
C 2.988 -4.203 0.025
O 3.573 -3.865 1.282
C 4.888 -3.400 1.288
N 0.607 -4.213 0.865
H 1.774 -6.596 -1.144
H 0.965 -5.192 -1.649
H 0.239 -6.367 -0.422
H 1.803 -5.703 1.215
H 2.933 -3.328 -0.622
H 3.708 -4.913 -0.382
H 4.976 -3.160 2.347
H 5.050 -2.552 0.623
H 5.558 -4.218 1.025
H 1.123 -3.435 1.251
H 0.063 -3.744 0.155
C -4.551 1.505 1.268
C -4.664 0.662 2.496
C -6.166 0.307 2.740
O -6.601 -0.441 1.660
C -7.938 -0.834 1.771
N -3.877 -0.533 2.180
H -5.214 2.334 1.514
H -4.999 1.068 0.376
H -3.589 1.971 1.052
H -4.240 1.286 3.283
H -6.775 1.209 2.794
H -6.294 -0.350 3.600
H -8.069 -1.146 2.807
H -8.251 -1.562 1.022
H -8.486 0.107 1.821
H -4.331 -1.025 1.424
H -3.188 -0.089 1.590
C 4.080 5.925 1.392
C 2.814 6.862 1.350
C 1.521 5.942 1.073
O 1.565 5.373 -0.253
C 0.817 4.178 -0.280
N 2.704 7.476 2.636
H 5.054 6.376 1.582
H 4.400 5.447 0.466
H 4.067 5.335 2.309
H 2.947 7.604 0.563
H 0.577 6.460 1.243
H 1.668 5.259 1.910
H 0.749 3.942 -1.342
H -0.239 4.394 -0.119
H 1.191 3.438 0.427
H 3.410 8.196 2.696
H 1.916 8.107 2.599
C -1.739 2.410 3.771
C -0.386 3.152 3.463
C 0.044 3.824 4.752
O -1.002 4.786 5.137
C -0.448 5.748 6.035
N 0.574 2.221 2.937
H -1.939 1.679 2.988
H -2.611 3.021 4.004
H -1.596 1.832 4.683
H -0.519 3.869 2.652
H 1.011 4.315 4.648
H 0.156 3.036 5.497
H -0.216 5.353 7.023
H -1.074 6.633 6.153
H 0.332 6.357 5.575
H 1.360 2.727 2.554
H 0.112 1.720 2.192
*
```

Here are the Löwdin charges for atoms 1 to 4, given in e: number 1, N, carries 0.28; number 2, H, carries 0.12; number 3, H, carries 0.06; number 4, H, carries 0.10

=====

Question: The highest ΔE to the lowest compared entry with this formula, charge and spin belongs to which entry?
Answer: C31H84N2O11

=====

Question: What is the ΔE to the lowest compared entry with this formula, charge and spin in the third record?
Answer: 96.2 kJ/mol